1.
Here is a 2-piece molecular cluster, C4H12 overall from OMol25. Energies are from ωB97M-V/def2-TZVPD.

Energy above the lowest of the compared OMol25 structures with the same formula, charge and spin, kcal/mol: 2.4
Frontier orbital gap, Ha: 0.47399
LUMO, eV: 1.1
SMILES: CC.CC

Cartesian coordinates (Å):
C  1.30242  -0.45966  2.31937
C  0.07363  -0.96412  1.54108
H  1.64092  -1.21009  3.03247
H  2.10838  -0.17214  1.64135
H  1.00984  0.38713  2.94059
H  -0.33804  -0.16689  0.91571
H  -0.64691  -1.32910  2.25885
H  0.35521  -1.73984  0.81586
C  -0.50222  1.37588  -1.58952
C  -0.90274  0.05820  -2.25848
H  -0.47716  2.18203  -2.31555
H  -1.22541  1.60006  -0.80934
H  0.50212  1.31695  -1.17521
H  -1.22187  -0.65001  -1.49439
H  -0.04131  -0.37393  -2.78873
H  -1.67314  0.23430  -2.99707

Cartesian forces, eV/Å:
C -0.55 -0.06 -0.07
C 0.92 0.25 -0.41
H 0.25 -0.16 -0.21
H 0.02 0.01 0.23
H 0.13 0.22 -0.16
H -0.20 0.03 0.33
H -0.45 -0.17 -0.16
H -0.13 -0.12 0.43
C -0.01 -0.33 -0.27
C 0.87 0.14 0.03
H -0.12 0.21 -0.04
H 0.11 0.32 0.11
H -0.04 -0.04 0.29
H -0.15 -0.14 -0.23
H -0.28 0.02 0.11
H -0.38 -0.19 -0.01

Here are the Löwdin charges for atoms 1 to 2, given in e: -0.1682 -0.1655

=====

2.
Here is C28H41Br2Cl3N2O2Si2V as an isolated structure from OMol25. Energies are from ωB97M-V/def2-TZVPD.

Energy above the lowest of the compared OMol25 structures with the same formula, charge and spin, kcal/mol: 0.0
Frontier orbital gap (alpha / beta), Ha: 0.21232 / 0.23786
Multiplicity: 2
LUMO (alpha / beta), eV: -7.7 / -7.0
Total charge: +2

Cartesian coordinates (Å):
V  0.25833  -1.08463  -0.04386
O  -3.71654  -4.05466  -2.28196
C  -3.06041  -4.92301  -1.45943
C  -3.39908  -6.26197  -1.33895
C  -2.67463  -7.07495  -0.48139
C  -1.61624  -6.56283  0.25663
C  -1.28032  -5.22498  0.13364
C  -2.00045  -4.39888  -0.72060
C  -1.67881  -2.94519  -0.89578
O  -0.34144  -2.63524  -0.43997
N  -2.55461  -2.09886  -0.12044
N  -1.93969  -0.96232  0.34396
C  -2.61053  -0.13143  1.04889
C  -2.04759  1.07812  1.58506
Br  -0.21749  1.34452  1.08601
C  -2.76113  1.96381  2.29698
C  -2.47898  3.26184  2.87744
C  -3.59277  4.06156  3.16694
C  -3.43574  5.33991  3.66761
C  -2.16094  5.82953  3.91482
C  -1.04754  5.03272  3.67234
C  -1.19945  3.76068  3.15531
H  -4.40603  -4.51647  -2.77150
H  -4.22263  -6.66596  -1.91557
H  -2.93728  -8.12046  -0.39498
H  -1.05648  -7.20309  0.92325
H  -0.44683  -4.82313  0.69508
H  -1.69103  -2.65816  -1.95020
H  -3.15146  -2.57680  0.54250
H  -3.66453  -0.31239  1.25259
H  -3.79336  1.64290  2.42510
H  -4.58830  3.67375  2.98797
H  -4.30399  5.94921  3.87592
H  -2.03298  6.82746  4.31175
H  -0.05777  5.40477  3.89823
H  -0.31881  3.15132  3.01830
C  2.05958  -2.44587  -6.00319
C  1.35168  -2.23578  -4.64623
C  2.37880  -2.42661  -3.52662
C  0.30956  -3.34997  -4.47132
Si  0.61132  -0.48215  -4.65221
Br  0.18192  0.09152  -2.19196
C  1.80895  0.93616  -5.05171
C  1.39507  2.28216  -4.43098
C  1.81999  1.09417  -6.58927
C  3.24069  0.64845  -4.57849
C  -1.17722  -0.31643  -5.27855
C  -1.63482  1.14362  -5.39364
C  -2.21063  -1.04642  -4.40447
C  -1.20062  -0.93763  -6.69455
H  2.46160  -3.46207  -6.02542
H  2.89660  -1.76591  -6.15489
H  1.37918  -2.35166  -6.84967
H  2.82616  -3.42007  -3.61620
H  1.87112  -2.40163  -2.55836
H  3.18426  -1.69593  -3.53379
H  0.82696  -4.31264  -4.49705
H  -0.43957  -3.36710  -5.25883
H  -0.19945  -3.28430  -3.50625
H  0.37078  2.57039  -4.64983
H  2.04695  3.05807  -4.83982
H  1.53398  2.28917  -3.34871
H  0.87169  1.46994  -6.97185
H  2.06653  0.17330  -7.11918
H  2.58426  1.83019  -6.85019
H  3.29364  0.51621  -3.49490
H  3.86544  1.50949  -4.82834
H  3.68620  -0.22073  -5.06012
H  -1.63836  1.65436  -4.42843
H  -2.66064  1.15389  -5.77031
H  -1.03115  1.72041  -6.09166
H  -2.31009  -0.58595  -3.41943
H  -2.00049  -2.10504  -4.27482
H  -3.18602  -0.96760  -4.89138
H  -0.50686  -0.45055  -7.38121
H  -2.20427  -0.80754  -7.10709
H  -0.99230  -2.00627  -6.69374
Cl  3.49913  -3.31834  -0.21504
Si  2.66602  -1.50409  -0.06716
Cl  4.01051  -0.02456  -0.24393
Cl  1.69122  -1.39462  1.87172

Cartesian forces, eV/Å:
V -0.34 -0.95 -0.06
O 0.03 0.00 0.00
C 0.03 0.04 -0.05
C 0.01 -0.03 0.02
C -0.02 0.02 -0.04
C 0.03 0.02 0.04
C -0.04 -0.03 0.04
C 0.03 0.04 -0.12
C -0.25 -0.01 0.12
O 0.65 0.75 0.31
N -0.28 -0.09 -0.20
N 0.22 0.16 0.06
C -0.10 0.05 -0.02
C 0.07 -0.08 -0.08
Br 0.06 -0.03 -0.01
C -0.08 0.03 0.04
C 0.03 0.01 -0.02
C -0.03 -0.02 0.00
C 0.01 0.01 0.01
C 0.00 -0.02 -0.01
C -0.01 0.01 0.01
C 0.03 -0.02 0.01
H -0.03 -0.02 -0.01
H 0.00 0.00 0.00
H -0.01 0.00 0.01
H 0.01 -0.01 -0.01
H 0.00 0.01 0.00
H -0.09 0.06 0.04
H 0.13 -0.07 0.10
H 0.01 0.00 0.01
H 0.00 0.01 -0.01
H 0.00 0.01 -0.01
H 0.00 0.00 0.00
H 0.00 0.00 0.01
H 0.00 0.00 0.00
H -0.01 0.01 -0.01
C -0.03 0.02 -0.02
C 0.01 -0.03 0.03
C -0.04 -0.03 0.15
C -0.01 0.04 0.04
Si -0.03 -0.07 -0.16
Br 0.05 0.08 -0.25
C 0.00 0.05 0.09
C 0.05 0.01 0.03
C -0.04 -0.01 0.00
C 0.02 0.00 0.02
C -0.03 -0.02 0.06
C 0.00 0.03 0.04
C 0.01 0.03 0.01
C 0.01 0.01 0.01
H -0.01 0.00 0.01
H -0.02 0.00 -0.01
H -0.02 0.02 -0.04
H 0.02 0.00 -0.03
H 0.04 0.01 0.03
H 0.01 0.01 0.02
H 0.01 0.00 0.00
H -0.03 0.00 -0.01
H 0.00 0.00 -0.01
H -0.01 0.01 -0.01
H 0.00 0.00 -0.01
H -0.01 -0.01 -0.03
H -0.01 -0.02 -0.02
H 0.00 -0.03 0.00
H 0.01 0.00 0.01
H 0.00 0.01 0.00
H -0.01 0.01 -0.01
H 0.00 0.02 0.02
H 0.00 -0.01 0.00
H 0.00 -0.01 0.00
H 0.00 0.02 0.01
H 0.00 -0.01 -0.02
H 0.02 -0.06 0.00
H 0.00 -0.01 -0.02
H 0.03 0.01 -0.01
H 0.00 0.02 0.00
H 0.02 -0.01 0.00
Cl -0.01 -0.01 -0.02
Si 0.05 0.08 -0.04
Cl 0.00 0.02 0.00
Cl -0.08 -0.04 -0.01

Here are the Löwdin charges for atoms 1 to 2, given in e: 0.1978 0.0701

=====

3.
Here is C8H11NO2Os as an isolated structure from OMol25. Energies are from ωB97M-V/def2-TZVPD.

Frontier orbital gap (alpha / beta), Ha: 0.23396 / 0.26869
Multiplicity: 5
LUMO (alpha / beta), eV: -0.4 / -2.0

Cartesian coordinates (Å):
C  -0.42632  -1.13651  -1.71040
C  -1.44696  -1.07043  -0.70109
C  -0.88389  -1.53393  0.53176
C  0.44431  -1.93377  0.29490
C  0.73467  -1.70989  -1.10282
Os  0.19959  0.45074  -0.34731
N  1.80988  1.05928  -1.23463
C  -0.68803  2.16684  -0.56274
C  -1.71768  1.45488  0.08374
H  -1.45963  -1.74241  1.44582
H  -2.51322  -0.85660  -0.86807
H  1.08867  -2.46015  0.98382
H  1.67359  -1.95193  -1.58628
H  -0.55620  -0.91014  -2.77313
H  -2.50618  1.17187  -0.57744
H  -0.04679  2.85787  0.00948
H  1.94728  1.61566  -0.38026
H  -1.90139  1.72713  1.09882
H  -0.68374  2.27038  -1.65442
O  2.21367  0.36985  3.38850
C  1.75552  0.12138  2.28208
O  0.67229  0.61343  1.74589
H  2.29056  -0.57354  1.63378

Cartesian forces, eV/Å:
C -0.60 -1.23 -0.60
C -0.70 -0.92 -0.54
C 0.02 -1.14 0.08
C -0.46 -1.08 -0.73
C 0.05 0.41 0.77
Os 0.50 -4.40 1.68
N -0.70 0.75 -0.31
C -0.39 4.27 -0.58
C 0.89 1.83 -1.48
H 0.52 0.61 -0.44
H 0.89 -0.10 0.10
H 0.00 0.32 0.03
H -0.20 0.19 0.02
H 0.09 -0.08 0.55
H -0.51 -0.31 0.25
H -0.70 0.24 -0.48
H 1.31 0.39 0.29
H -0.07 -0.60 0.71
H -0.26 0.59 0.32
O -0.74 -0.07 -0.96
C 0.57 0.37 1.22
O 0.17 0.28 0.38
H 0.31 -0.32 -0.28

Here are the Löwdin charges for atoms 1 to 2, given in e: -0.2520 -0.2313

=====

4.
Here is a 2-piece molecular cluster, C2H4ClOP overall from OMol25. Energies are from ωB97M-V/def2-TZVPD.

Energy above the lowest of the compared OMol25 structures with the same formula, charge and spin, kcal/mol: 142.4
Frontier orbital gap (alpha / beta), Ha: 0.31977 / 0.20971
LUMO (alpha / beta), eV: -0.9 / -2.4

Cartesian coordinates (Å):
C  -1.01318  -0.07492  -0.75852
C  0.21047  -0.33953  0.04327
O  -3.11148  3.38881  -0.83935
P  -1.76723  -0.97069  -1.89370
Cl  -2.29674  2.62285  0.24573
H  -1.51241  0.89584  -0.47801
H  0.75007  0.58165  0.25003
H  0.86694  -1.03991  -0.47127
H  -0.07531  -0.78193  0.99784

Cartesian forces, eV/Å:
C -0.60 0.93 0.31
C 0.29 -0.28 -0.02
O -0.02 0.00 -0.03
P -0.12 -0.16 -0.32
Cl -0.31 0.74 0.34
H 0.51 -1.29 -0.52
H 0.11 0.05 0.00
H 0.09 0.00 0.11
H 0.06 0.00 0.12

Here are the Löwdin charges for atoms 1 to 2, given in e: -0.7628 -0.2060

=====

no.,F_max (eV/A)
1,1.036
2,1.038
3,4.738
4,1.476